# 1
Molecular formula: C4H7NO3
Method: DFT, the ωB97M-V functional and the def2-TZVPD basis

**LUMO energy**: 0.51 eV
**SMILES string**: N[C@@H]1[C@@H](O)[C@H]1C(=O)O

Geometry as ORCA input:
```
! RIJCOSX wB97M-V def2-TZVPD def2/J DEFGRID3
* xyz 0 1
N -2.2241 -0.7969 0.4254
C -0.8612 -0.1159 0.4916
C -0.6101 0.7812 -0.6709
O -0.0175 2.0460 -0.1893
C 0.2506 -0.5134 -0.3568
C 1.7352 -0.2547 0.1644
O 1.8724 0.5462 1.0074
O 2.8807 -0.6763 -0.4608
H -3.0512 -0.5229 -0.4241
H -2.1379 -1.8235 0.2552
H -0.7931 0.5094 1.4977
H -1.3914 0.9319 -1.5494
H 0.5124 1.5759 0.6955
H 0.1253 -1.5494 -0.9489
H 3.7099 -0.1376 0.0630
*
```



# 2
Molecular formula: C4H7NO3
Method: DFT, the ωB97M-V functional and the def2-TZVPD basis

**LUMO energy**: 0.37 eV
**SMILES string**: O=CNC(=O)CCO

Geometry as ORCA input:
```
! RIJCOSX wB97M-V def2-TZVPD def2/J DEFGRID3
* xyz 0 1
O -0.1076 -1.9243 -0.8062
C 1.1142 -1.4724 -0.8870
N 1.7457 -0.1481 -0.3386
C 0.6239 1.0020 -0.8007
O 1.1377 1.9989 -1.3843
C -0.7524 0.8170 -0.3168
C -0.9081 0.4388 1.2702
O -1.8992 -0.4068 1.6881
H 1.7974 -2.1400 -1.6758
H 2.6515 -0.0628 -0.7315
H -1.2433 1.9198 -0.3888
H -1.2641 0.0102 -0.8270
H 0.1346 0.3448 1.6640
H -1.3670 1.2094 1.9007
H -1.6634 -1.5864 1.6338
*
```



# 3
Molecular formula: C4H7NO3P2
Method: DFT, the ωB97M-V functional and the def2-TZVPD basis

**LUMO energy**: 0.00 eV
**SMILES string**: Oc1cc(N(P)P)c(O)o1

Geometry as ORCA input:
```
! RIJCOSX wB97M-V def2-TZVPD def2/J DEFGRID3
* xyz 0 1
O 3.4321 -0.7596 0.1942
C 2.1429 -0.3849 0.2251
C 0.9673 -1.1014 0.3713
C -0.0845 -0.2415 0.1049
N -1.4060 -0.4462 0.2860
P -2.2506 -1.4151 -0.7413
P -2.3791 1.4371 0.1608
C 0.5294 0.9218 -0.2215
O 0.0076 2.0644 -0.7427
O 1.8328 0.8113 -0.2544
H 3.9654 -0.0354 0.3821
H 0.8043 -2.1294 0.4740
H -1.4903 -1.3647 -1.9176
H -1.8201 -2.6837 -0.3246
H -1.4145 1.7025 1.2511
H -3.2238 0.7408 1.0303
H 0.3870 2.8838 -0.2777
*
```



# 4
Molecular formula: C4H7NO4
Method: DFT, the ωB97M-V functional and the def2-TZVPD basis

**LUMO energy (spin up / spin down)**: 0.02 / 0.02 eV

Geometry as ORCA input:
```
! RIJCOSX wB97M-V def2-TZVPD def2/J DEFGRID3
* xyz 0 1
C -0.2504 -0.9064 -1.4954
C 0.7767 -0.4421 1.8046
C -0.6358 0.1014 0.8631
C -0.0023 0.1755 -0.4894
N 0.2749 1.4362 -0.9045
O -0.3531 1.0620 1.7067
O 1.7033 -0.3346 0.4953
O -1.7143 -0.7725 0.9747
O 1.1528 -0.9500 2.7915
H 2.0050 0.5855 0.3865
H -2.4751 -0.2195 1.2080
H 0.1128 2.1605 -0.2067
H 0.3702 1.6280 -1.8915
H -1.2837 -0.8420 -1.8405
H -0.0921 -1.8867 -1.0441
H 0.4110 -0.7953 -2.3582
*
```



# 5
Molecular formula: C4H7NO4
Method: DFT, the ωB97M-V functional and the def2-TZVPD basis

**LUMO energy**: 0.09 eV
**SMILES string**: [H]/N=C(\CC(O)O)C(=O)O

Geometry as ORCA input:
```
! RIJCOSX wB97M-V def2-TZVPD def2/J DEFGRID3
* xyz 0 1
H -1.9889 -0.3519 1.9851
N -0.9819 -0.4868 1.9989
C -0.3879 -0.3954 0.8846
C -1.0204 -0.1741 -0.4461
C -0.2412 0.7573 -1.3997
O 0.5947 -0.0362 -2.1984
O 0.4463 1.7163 -0.6471
C 1.1087 -0.6845 1.0014
O 1.8513 -0.8195 0.0614
O 1.4914 -0.8396 2.2519
H -0.9268 -1.1272 -1.0569
H -2.0379 0.1958 -0.3085
H -0.9483 1.2278 -2.1019
H 1.2869 -0.4146 -1.6135
H 1.0657 2.1770 -1.2259
H 0.6885 -0.7445 2.8148
*
```



# 6
Molecular formula: C4H7NOS
Method: DFT, the ωB97M-V functional and the def2-TZVPD basis

**LUMO energy**: -0.32 eV
**SMILES string**: N/C(=C\C=S)CO

Geometry as ORCA input:
```
! RIJCOSX wB97M-V def2-TZVPD def2/J DEFGRID3
* xyz 0 1
N -0.0713 -1.2430 0.3843
C 0.1434 0.0363 0.0891
C -0.8936 0.9579 0.0708
C -2.2401 0.6827 -0.1369
S -2.9814 -0.7871 -0.1986
C 1.5330 0.3315 0.0155
O 2.2752 -0.7188 -0.5765
H 0.5951 -1.8273 -0.0508
H -1.0435 -1.4478 0.2109
H -0.7422 2.0526 -0.0547
H -2.8686 1.5253 -0.3354
H 2.0326 0.5324 0.9600
H 1.7815 1.1863 -0.6034
H 2.4797 -1.2811 0.2259
*
```



# 7
Molecular formula: C4H7NOS
Method: DFT, the ωB97M-V functional and the def2-TZVPD basis

**LUMO energy (spin up / spin down)**: -1.46 / -1.13 eV
**SMILES string**: C=S(=O)=C/C=N/C

Geometry as ORCA input:
```
! RIJCOSX wB97M-V def2-TZVPD def2/J DEFGRID3
* xyz 0 1
C 2.1286 1.6524 -0.3475
S 2.0479 0.0738 0.2070
O 3.3493 -0.5644 0.2650
C 0.8991 -0.9843 -0.4840
C -0.4970 -0.9016 -0.2842
N -1.1059 -0.0458 0.4352
C -2.5287 -0.0150 0.4887
H 2.9592 2.2282 0.0180
H 1.1690 2.1392 -0.3700
H 1.3374 -1.9539 -0.6624
H -1.0457 -1.6815 -0.8446
H -3.0245 -0.6896 -0.2226
H -2.8429 -0.2693 1.5031
H -2.8458 1.0120 0.2982
*
```



# 8
Molecular formula: C4H7NOS
Method: DFT, the ωB97M-V functional and the def2-TZVPD basis

**LUMO energy (spin up / spin down)**: -0.35 / -0.35 eV
**SMILES string**: [H]/N=C\C=C/[S@H](=C)=O

Geometry as ORCA input:
```
! RIJCOSX wB97M-V def2-TZVPD def2/J DEFGRID3
* xyz 0 1
H 2.0044 -0.9827 2.2555
N 1.2838 -0.2651 2.4086
C 0.3157 -0.4015 1.5546
C -0.0616 -1.4529 0.4268
C -0.3786 -0.9027 -0.7094
S -0.9386 0.7355 -0.9367
C 0.5120 1.5971 -0.8327
O -2.0590 1.2215 -0.1647
H -0.3642 0.4384 1.6714
H 0.3245 -2.4155 0.5777
H -0.7959 -1.5783 -1.4568
H -1.5436 0.3170 -2.2065
H 0.4677 2.7062 -1.2732
H 1.2335 0.9831 -1.3145
*
```



# 9
Molecular formula: C4H7NOS
Method: DFT, the ωB97M-V functional and the def2-TZVPD basis

**LUMO energy**: 0.67 eV
**SMILES string**: C=C(SC)C(N)=O

Geometry as ORCA input:
```
! RIJCOSX wB97M-V def2-TZVPD def2/J DEFGRID3
* xyz 0 1
C 1.1548 -1.0144 -1.6085
C 0.3260 -0.3934 -0.7573
S -1.0052 -1.2015 0.0446
C -0.5392 -1.0210 1.8406
C 0.3645 1.2753 -0.4607
N -0.8142 1.8948 -0.2922
O 1.3725 1.8938 -0.5879
H 1.0251 -1.9923 -1.8538
H 1.8824 -0.5532 -2.1140
H -1.4116 -0.7270 2.3101
H 0.3107 -0.4354 1.8428
H -0.2467 -2.0663 2.1832
H -1.7467 1.3975 -0.3216
H -0.6724 2.9431 -0.2253
*
```



# 10
Molecular formula: C4H7NOS
Method: DFT, the ωB97M-V functional and the def2-TZVPD basis

**LUMO energy**: 0.28 eV
**SMILES string**: CS(C)(=O)=CC#N

Geometry as ORCA input:
```
! RIJCOSX wB97M-V def2-TZVPD def2/J DEFGRID3
* xyz 0 1
C -1.5999 0.6452 0.1026
S 0.0702 0.9426 -0.4711
C 0.9423 -0.5642 -0.0804
O -0.0646 1.0247 -1.9004
C 0.9827 2.1812 0.2894
C 0.3378 3.3902 0.4554
N -0.2140 4.3827 0.6048
H -2.3293 0.5466 -0.7281
H -1.5269 -0.3075 0.5540
H -1.7589 1.3391 1.0126
H 0.5332 -1.4249 -0.5208
H 2.0125 -0.5148 -0.2676
H 0.6988 -0.6077 1.0079
H 1.7118 1.9593 0.9669
*
```



# 11
Molecular formula: C4H7NOS
Method: DFT, the ωB97M-V functional and the def2-TZVPD basis

**LUMO energy**: 0.70 eV
**SMILES string**: C=C(NC=O)SC

Geometry as ORCA input:
```
! RIJCOSX wB97M-V def2-TZVPD def2/J DEFGRID3
* xyz 0 1
C 0.4804 -1.7079 1.3861
C 0.2004 -0.7180 0.5822
N 1.1325 0.4797 0.4884
C 1.3036 0.9065 -0.8113
O 2.0616 1.7443 -1.1465
S -1.3267 -0.8148 -0.2409
C -1.9937 0.8107 -0.0562
H -0.3395 -2.3441 1.7176
H 1.5213 -1.9959 1.4464
H 1.8354 0.3007 1.2701
H 0.5090 0.2968 -1.5267
H -1.3088 1.7871 -0.1463
H -2.4517 0.9738 0.9634
H -2.9037 0.9580 -0.7225
*
```



# 12
Molecular formula: C4H7NOS
Method: DFT, the ωB97M-V functional and the def2-TZVPD basis

**LUMO energy**: 0.87 eV
**SMILES string**: CN1OCCC1=S

Geometry as ORCA input:
```
! RIJCOSX wB97M-V def2-TZVPD def2/J DEFGRID3
* xyz 0 1
C -0.9001 -1.7092 0.8666
N -0.2576 -0.5431 0.2824
O 0.9001 -0.7800 -0.4081
C 1.4328 0.5341 -0.6249
C 0.1956 1.4224 -0.7263
C -0.7661 0.6941 0.1499
S -2.1692 1.2657 0.7678
H -1.7604 -1.3306 1.4175
H -0.1695 -2.0855 1.6488
H -1.0348 -2.5034 0.1102
H 2.1726 0.7972 0.1527
H 2.0728 0.4163 -1.5110
H -0.1611 1.3862 -1.7468
H 0.4450 2.4357 -0.3787
*
```



Repeat the eleventh record exactly.
Molecular formula: C4H7NOS
Method: DFT, the ωB97M-V functional and the def2-TZVPD basis

**LUMO energy**: 0.70 eV
**SMILES string**: C=C(NC=O)SC

Geometry as ORCA input:
```
! RIJCOSX wB97M-V def2-TZVPD def2/J DEFGRID3
* xyz 0 1
C 0.4804 -1.7079 1.3861
C 0.2004 -0.7180 0.5822
N 1.1325 0.4797 0.4884
C 1.3036 0.9065 -0.8113
O 2.0616 1.7443 -1.1465
S -1.3267 -0.8148 -0.2409
C -1.9937 0.8107 -0.0562
H -0.3395 -2.3441 1.7176
H 1.5213 -1.9959 1.4464
H 1.8354 0.3007 1.2701
H 0.5090 0.2968 -1.5267
H -1.3088 1.7871 -0.1463
H -2.4517 0.9738 0.9634
H -2.9037 0.9580 -0.7225
*
```